Record 1
17
Properties=species:S:1:pos:R:3:forces:R:3 method="wB97M-V/def2-TZVPD" smiles="N=C(N)N.NC(N)=O" relative_energy_ev=0.0280 max_force_ev_per_a=0.79
O 2.2670 -0.2687 0.2454 0.0 0.0 -0.1
N 1.0115 -1.3456 1.8151 0.2 0.3 0.1
N -1.7783 -0.7645 -0.3294 0.2 0.2 -0.3
N -0.2581 -0.0900 -1.9222 0.2 -0.2 -0.5
N -1.7686 1.4727 -1.1786 -0.3 0.4 -0.2
N 0.6612 0.8936 1.3394 0.2 0.3 -0.5
C 1.3794 -0.2467 1.0791 -0.1 -0.1 0.1
C -1.3292 0.1521 -1.1053 0.3 -0.4 0.6
H 0.1872 -0.9892 -1.8068 -0.2 0.1 0.1
H -1.9779 1.7814 -2.1137 0.3 0.0 -0.3
H 0.2344 1.0924 2.2194 -0.1 -0.3 0.3
H 1.4283 -2.1946 1.4777 -0.1 -0.1 0.0
H 0.3950 0.6587 -2.0858 -0.1 0.1 0.1
H 0.0468 -1.3833 2.0910 -0.1 -0.2 -0.1
H -2.5561 1.7008 -0.5966 -0.1 -0.2 0.3
H -2.6226 -0.4248 0.1017 -0.4 -0.1 0.3
H 1.0283 1.6889 0.8501 0.0 0.2 0.0

Record 2
20
Properties=species:S:1:pos:R:3:forces:R:3 method="wB97M-V/def2-TZVPD" smiles="[H]/N=C(/NS(N)(=O)=O)[NH+]=C(N)N" relative_energy_ev=0.0000 max_force_ev_per_a=4.95 charge=+1
S 1.4502 -0.2641 -0.2443 1.0 -0.8 -1.5
O 1.2849 -1.5141 0.3897 0.7 -0.6 2.1
O 0.9498 -0.4027 -1.5983 0.4 2.0 0.1
N -1.0686 -0.8139 1.5093 -0.7 1.1 0.6
N -0.6662 2.7250 -0.2800 -0.1 -0.6 0.2
N 0.7111 1.0205 0.5869 -2.4 -0.7 -2.2
N -1.8069 -1.8516 -0.3655 0.4 1.2 -0.4
N -1.4692 0.4295 -0.4354 1.3 2.3 -1.2
N 2.9987 0.3537 -0.1409 -1.5 0.6 -2.0
C -0.5641 1.4912 -0.1210 2.0 1.0 1.7
C -1.3557 -0.7053 0.2120 -2.6 -4.2 0.9
H -2.0135 -2.0417 -1.3623 0.4 0.6 1.1
H -1.4128 -1.6440 2.0670 0.9 1.7 -0.9
H 1.3883 1.7544 0.5766 0.2 0.9 0.3
H -1.5162 -2.6100 0.1953 0.0 -1.4 0.0
H -0.7921 0.0930 1.9384 -0.2 -1.6 0.2
H 3.1546 0.7583 -1.0989 0.4 -0.5 1.3
H -1.5537 3.1353 -0.5633 0.0 -0.4 -0.2
H 3.7291 -0.2551 0.1847 0.1 -0.5 0.0
H -1.4477 0.3416 -1.4499 -0.4 -0.2 0.1

Record 3
13
Properties=species:S:1:pos:R:3:forces:R:3 method="wB97M-V/def2-TZVPD" smiles=COC.N relative_energy_ev=0.8553 max_force_ev_per_a=0.59
O -0.0076 -1.2111 -1.1688 -0.2 0.2 -0.1
N -0.2110 2.0242 1.8741 0.1 0.1 0.4
C -0.7655 -1.2720 0.0258 0.3 -0.4 -0.3
C 0.8683 -0.1113 -1.2469 0.0 -0.4 0.1
H -1.7925 -1.4795 -0.2450 -0.3 0.0 0.0
H 1.7883 -0.3014 -0.6817 0.1 0.1 0.0
H 0.1681 2.2496 2.7895 -0.2 0.0 0.0
H -0.7157 -0.3361 0.5749 -0.1 0.0 0.2
H -0.0647 2.8567 1.3149 0.0 -0.1 -0.2
H 1.1170 -0.0142 -2.3006 0.1 0.3 0.0
H -0.4114 -2.1102 0.6263 0.1 0.1 0.3
H 0.3842 1.2837 1.5244 0.1 0.1 -0.2
H 0.3992 0.7968 -0.8469 0.0 0.0 -0.3

Record 4
13
Properties=species:S:1:pos:R:3:forces:R:3 method="wB97M-V/def2-TZVPD" smiles=COC.N relative_energy_ev=0.8332 max_force_ev_per_a=1.25
O -0.3504 -1.9574 -0.3934 0.2 -0.2 0.1
N 2.1541 4.2322 1.0102 -0.1 0.1 -0.2
C -0.6691 -1.2262 -1.5337 -0.4 0.1 -1.2
C -1.2991 -1.8105 0.6274 0.0 0.5 0.4
H -0.9863 -2.4169 1.4733 0.1 0.0 0.0
H 1.5181 4.9988 1.1840 0.1 0.2 0.1
H 2.8914 4.2509 1.7068 -0.3 -0.1 0.0
H -1.3855 -0.7582 0.9585 0.0 -0.3 -0.1
H -0.2882 -0.2023 -1.5630 0.2 0.1 0.4
H -1.7477 -1.1624 -1.7110 -0.1 -0.1 0.2
H -2.2809 -2.1527 0.3091 -0.3 -0.1 -0.1
H -0.2723 -1.7255 -2.4211 0.2 -0.1 0.2
H 1.5913 3.3981 1.1072 0.2 -0.2 0.1